(1)
123
Properties=species:S:1:pos:R:3:forces:R:3 method="wB97M-V/def2-TZVPD" largest_force_ha_per_bohr=0.0763 total_energy_ha=-2466.47105 homo_ev=-5.19 charge=-1
C 0.34378 0.34377 -0.59833 2.59 -2.79 0.92
O -0.64864 -0.47446 -1.17926 -1.68 -1.39 -0.46
O 0.06989 1.55113 -0.62866 -0.44 2.28 -0.01
C 0.68038 -0.23345 0.94154 0.70 0.09 -3.40
F 1.55401 -1.30130 0.99488 0.21 -0.26 -0.38
F 1.27270 0.68433 1.65684 0.39 1.34 1.24
F -0.39844 -0.65159 1.50269 -2.38 -0.63 1.96
C -0.30198 -1.85965 -1.32153 -0.01 1.72 0.62
C -1.35893 -2.56193 -2.10743 0.06 -1.91 0.94
H -1.04962 -3.64209 -2.03639 -0.41 0.69 -0.59
H -2.31823 -2.53270 -1.56941 0.21 0.33 -0.35
H -1.48814 -2.25589 -3.13501 0.07 0.21 -0.16
H -0.26922 -2.28487 -0.31178 0.17 -0.31 -0.20
H 0.71362 -1.89270 -1.75214 -0.21 -0.34 -0.08
H 1.25984 -0.12930 -1.10078 0.45 1.02 -0.27
C -0.35205 1.28024 -4.87903 -0.71 -0.74 -0.04
C -0.10422 2.49914 -4.07180 1.07 0.97 0.94
O -1.09079 3.50288 -4.25060 -0.56 -0.11 -0.27
H -0.55386 1.55934 -5.91444 -0.08 -0.24 -0.04
H -1.20975 0.76839 -4.41942 -0.07 0.05 -0.50
H 0.45052 0.54692 -4.83112 0.32 0.20 -0.04
H 0.83706 2.99187 -4.35433 -0.13 -0.16 -0.01
H -0.02666 2.25697 -3.00447 0.07 -0.12 -0.04
H -1.94148 3.11709 -3.99522 0.16 0.16 0.13
C 1.08147 -2.46376 4.13315 -0.62 0.51 0.63
C 1.23113 -3.89263 4.42664 0.34 -1.88 0.39
O 2.42991 -4.14622 5.19212 -0.09 0.80 -0.31
H 0.93645 -1.97480 5.09712 0.50 0.50 0.02
H 0.15708 -2.25955 3.62616 -0.31 0.08 -0.68
H 1.92812 -2.11443 3.56803 0.21 0.52 -0.17
H 1.29466 -4.49429 3.51300 -0.12 -0.01 0.11
H 0.41836 -4.25624 5.05691 -0.31 -0.09 -0.27
H 2.76132 -3.24791 5.33193 0.40 -0.45 0.27
C -3.84023 -0.37495 0.98999 1.08 -0.17 -0.02
C -4.59277 0.89232 0.82111 -1.25 1.47 -0.15
O -3.85237 2.09482 1.05344 0.10 -0.29 -0.05
H -4.49921 -1.24700 0.92472 0.05 0.10 -0.05
H -3.36607 -0.32431 1.96947 0.09 -0.30 0.11
H -3.03152 -0.44759 0.23672 -0.34 -0.14 0.26
H -5.38751 0.98905 1.56621 -0.08 -0.34 -0.02
H -5.07597 0.96153 -0.16505 0.17 -0.13 0.09
H -3.06885 2.08496 0.50091 0.28 -0.07 -0.29
C 0.72112 3.72507 2.32912 0.70 0.65 0.24
C -0.69652 3.30902 2.15186 -0.29 0.64 1.14
O -1.42481 4.48321 1.73233 -0.47 -0.76 -0.19
H 1.15738 3.92582 1.34364 0.13 0.09 0.41
H 1.33624 2.99561 2.88134 -0.33 0.04 -0.35
H 0.66414 4.62901 2.95293 0.46 0.05 -0.32
H -1.05021 3.05458 3.17087 -0.24 -0.54 -0.63
H -0.72161 2.51246 1.42857 -0.53 -0.47 -0.22
H -2.32008 4.18374 1.48724 0.53 0.21 0.11
C 0.82945 -2.53596 -5.07434 0.09 -0.31 0.32
C 0.02920 -2.95170 -6.28303 0.00 0.75 0.26
O -1.29314 -3.23798 -5.85599 -0.08 -0.10 -0.60
H 0.77308 -3.39828 -4.39902 0.48 0.26 0.23
H 0.41465 -1.66832 -4.56358 -0.35 0.02 -0.05
H 1.85199 -2.25050 -5.28758 0.35 -0.31 -0.15
H 0.44952 -3.83269 -6.73192 0.26 -0.50 -0.28
H 0.03260 -2.15694 -7.02258 -0.21 0.16 -0.27
H -1.27678 -3.02956 -4.92809 -0.49 -0.01 0.54
C 1.70709 5.31306 -2.52794 0.91 -0.38 0.48
C 0.95231 4.91343 -1.25482 0.93 -0.22 -0.61
O -0.04526 5.81696 -0.92985 -1.17 1.01 0.42
H 2.30735 6.21753 -2.35023 -0.36 0.10 -0.03
H 1.03725 5.46655 -3.36874 -0.10 -0.08 -0.13
H 2.47904 4.55769 -2.78414 -0.62 0.14 0.01
H 1.66345 4.89928 -0.41756 0.04 -0.37 -0.16
H 0.45932 3.95421 -1.36704 0.30 -0.43 0.09
H 0.01516 6.59126 -1.48352 0.07 0.26 -0.19
C 4.14251 -2.16073 -1.72671 0.30 0.41 -0.03
C 3.86442 -3.57960 -2.15791 -0.45 -0.26 -0.74
O 4.55315 -3.94353 -3.36660 0.05 0.33 0.12
H 3.87988 -1.52221 -2.57471 0.13 0.18 -0.05
H 5.19613 -1.93572 -1.44787 -0.69 -0.37 -0.13
H 3.46099 -1.83908 -0.93597 0.17 -0.16 0.18
H 2.78591 -3.67862 -2.36871 0.12 0.05 0.30
H 4.11990 -4.35186 -1.44322 0.18 0.04 0.29
H 4.34880 -3.24984 -4.00813 0.12 -0.20 0.06
C 4.36167 0.95818 -0.12472 -0.55 0.53 0.49
C 4.21494 2.31788 0.52011 0.41 0.99 -1.39
O 5.55039 2.80368 0.78767 -0.28 0.13 0.28
H 4.87171 1.01752 -1.09140 -0.01 0.08 0.25
H 3.33686 0.61625 -0.28158 0.19 -0.49 -0.01
H 4.92296 0.34147 0.56705 -0.03 -0.55 -0.07
H 3.56174 2.36150 1.39315 0.21 -0.38 0.21
H 3.73636 2.97044 -0.23474 0.10 -0.01 0.33
H 5.52343 3.75400 0.95883 -0.14 -0.27 -0.03
C 3.28120 0.59607 4.40537 -0.71 0.61 0.09
C 4.75464 0.84447 4.42977 0.79 0.60 0.46
O 5.22125 1.34078 5.71223 -0.69 -0.72 -0.10
H 2.99177 -0.18985 5.09506 0.01 -0.16 0.13
H 2.99753 0.30381 3.40017 -0.08 -0.23 -0.19
H 2.66801 1.48605 4.64031 0.46 -0.25 0.00
H 5.05628 1.59248 3.69364 -0.19 -0.21 -0.32
H 5.27499 -0.09104 4.21232 0.12 0.02 -0.05
H 5.80316 2.07101 5.53993 0.32 0.36 -0.05
C -4.72371 -0.73096 -2.71959 -0.77 -0.30 0.24
C -3.60014 0.16037 -3.14011 0.52 1.10 -0.07
O -3.28588 1.19914 -2.19243 -0.66 -0.17 -0.41
H -4.49113 -1.19488 -1.75307 -0.14 -0.08 -0.22
H -4.90917 -1.50378 -3.49114 0.20 0.23 0.42
H -5.66406 -0.16431 -2.61362 0.35 -0.13 0.06
H -3.87127 0.66271 -4.07944 0.11 -0.08 0.08
H -2.70031 -0.41033 -3.31819 0.23 -0.29 -0.14
H -2.44009 1.02244 -1.77044 0.45 -0.28 0.06
C -1.51089 0.06344 4.66792 0.05 -0.87 0.61
C -2.60431 1.02117 5.07355 0.19 0.27 -0.31
O -3.20175 1.52482 3.86038 0.29 0.24 1.22
H -0.73634 0.49103 4.03847 -0.23 0.27 -0.28
H -1.97302 -0.79930 4.16742 0.27 0.23 -0.11
H -0.97716 -0.33323 5.54428 -0.27 0.07 -0.01
H -2.19539 1.83707 5.71492 -0.25 -0.33 -0.51
H -3.39246 0.51540 5.64304 0.21 -0.11 0.17
H -3.53286 2.38358 4.14158 -0.26 0.12 -0.68
C -4.13062 -4.25652 -0.03448 0.71 -0.29 -0.84
C -4.01272 -4.16540 1.45229 -0.50 0.04 0.19
O -5.34115 -4.18938 1.99403 0.16 0.54 0.38
H -4.69395 -3.42198 -0.43154 -0.04 0.36 -0.03
H -4.64540 -5.15192 -0.38318 -0.03 -0.16 0.31
H -3.13525 -4.26499 -0.50428 -0.26 0.05 0.12
H -3.48480 -3.25086 1.74611 -0.09 -0.06 -0.07
H -3.48493 -4.99957 1.89227 0.39 -0.35 -0.06
H -5.38749 -3.42496 2.57655 -0.33 -0.15 0.05

(2)
126
Properties=species:S:1:pos:R:3:forces:R:3 method="wB97M-V/def2-TZVPD" largest_force_ha_per_bohr=0.2199 smiles=COCCNCCOC.COCCNCCOC.OCCO.OCCO.OCCO.OCCO.OCCO.OCCO.CCO.CCO total_energy_ha=-2576.98601 homo_ev=-8.56
C 20.41000 8.72000 13.65300 -0.42 0.26 -0.93
O 21.48700 8.44500 12.82100 2.10 0.47 1.28
C 21.23100 7.58100 11.78800 2.00 -2.35 0.76
C 22.47200 6.93900 11.09200 0.41 0.07 1.50
N 22.16000 5.93900 10.09300 -1.43 0.66 -2.00
C 23.22400 5.78800 9.06500 1.72 0.44 2.32
C 22.86600 4.83400 7.94300 -8.25 3.20 5.61
O 23.62900 4.46200 7.05800 8.30 -1.72 -7.48
C 24.32200 5.53900 6.35300 0.63 -4.00 -1.15
H 19.55700 9.04800 13.06500 -0.26 0.74 -0.23
H 20.76100 9.46900 14.32500 -0.12 0.59 0.56
H 19.98700 7.89200 14.18000 0.28 -1.11 0.64
H 20.88200 8.12700 11.05400 -2.65 2.84 -3.95
H 20.47400 6.92700 12.11100 -0.79 -1.69 0.09
H 23.01300 6.42500 11.86100 0.80 -0.08 0.58
H 23.10300 7.76100 10.70100 -0.16 -0.09 0.11
H 21.43800 6.39400 9.52600 -0.50 -0.61 0.28
H 24.03500 5.36000 9.64600 0.82 0.07 -0.05
H 23.52500 6.82900 8.74500 -0.11 -1.05 -0.23
H 22.09400 5.44900 7.48300 -1.37 0.19 -0.28
H 22.34500 3.93400 8.28600 -0.06 0.19 0.87
H 23.72800 6.16200 5.77100 -1.71 0.73 -1.18
H 25.12100 5.07600 5.73100 -0.84 0.15 0.29
H 24.78900 6.14600 7.00300 1.70 2.04 2.67
C 20.08800 3.38800 5.56700 3.54 -0.22 -1.34
O 19.90800 4.78700 5.47300 -0.78 -0.85 -0.20
C 20.94700 5.42100 4.76200 -1.31 -0.84 -1.65
C 21.01200 4.97000 3.30000 2.11 -0.17 -0.59
N 21.47800 6.08900 2.40300 -0.98 -0.79 -0.44
C 21.41700 5.67500 0.94500 -0.95 -1.87 0.78
C 21.33800 6.89500 0.08400 3.06 2.27 7.93
O 21.08400 6.86200 -1.14500 -3.67 -0.87 -7.19
C 19.64000 6.70700 -1.36300 0.71 0.15 0.60
H 21.00600 3.19800 6.15500 0.61 0.27 -0.67
H 20.24500 2.79900 4.57400 -0.81 1.15 1.58
H 19.49800 2.92800 6.27500 -2.73 -0.68 0.78
H 21.84700 5.36200 5.28000 1.70 -0.34 0.82
H 20.67500 6.42400 4.68000 -0.50 1.87 0.41
H 20.05200 4.56900 3.02300 -0.70 -0.07 -0.31
H 21.75500 4.15100 3.14800 -0.53 0.35 0.17
H 20.82100 6.88400 2.57600 0.74 -0.77 -0.45
H 20.49200 5.11100 0.70900 -0.02 -0.16 0.53
H 22.21500 4.92900 0.67000 -0.29 1.07 0.45
H 22.31800 7.36300 0.29700 -0.02 0.32 -0.57
H 20.63000 7.57300 0.57400 -0.07 0.08 0.57
H 19.42500 7.04800 -2.30900 0.08 0.35 -2.66
H 18.93000 7.36000 -0.81600 1.11 -0.27 0.83
H 19.32100 5.68300 -1.29600 -0.02 -0.50 0.29
C 18.06500 10.52900 4.97700 2.42 -0.21 -3.24
C 18.31000 11.02600 6.31100 -0.86 0.69 0.68
O 19.57700 11.67800 6.36300 0.27 1.63 1.51
H 17.96000 11.33500 4.22700 0.00 -0.13 0.34
H 17.17900 9.97800 4.97900 -1.43 -1.15 -0.13
H 18.92700 9.88900 4.59500 -1.17 0.48 0.60
H 18.20400 10.15500 6.96200 0.45 0.41 0.64
H 17.48300 11.73100 6.46700 0.32 0.05 0.78
H 19.52600 12.50900 6.92600 -0.05 -1.65 -0.94
C 22.90800 9.77300 5.89600 4.47 -0.18 1.21
C 21.78500 8.96600 5.71000 -3.69 -3.21 -0.73
O 21.67500 7.89500 6.66500 3.27 -0.31 -2.88
H 22.96200 10.13000 6.91000 -0.14 0.80 0.36
H 23.04800 10.51600 5.14200 0.12 0.65 -0.34
H 23.78900 9.06100 5.87700 -0.52 0.97 -0.22
H 21.80600 8.42200 4.76200 0.11 0.26 -0.39
H 20.85700 9.52000 5.68100 -0.53 0.33 0.13
H 21.02900 8.04300 7.27500 -2.76 0.59 2.68
C 18.37100 7.11100 6.92400 1.13 1.21 -1.04
C 18.58000 7.59700 8.29700 -0.35 1.27 2.73
O 19.89700 7.50900 8.75300 0.82 -1.57 -0.35
O 17.00200 7.24100 6.69000 -0.51 1.27 0.45
H 18.70900 6.09200 6.85100 0.26 -0.36 -0.26
H 18.93800 7.76500 6.17100 -0.38 -0.94 0.88
H 17.94800 7.09200 9.05300 -0.01 -0.38 -0.71
H 18.28100 8.63700 8.45100 -0.34 0.25 -0.60
H 20.27500 8.33100 9.04700 -0.01 0.99 -0.05
H 16.76400 6.48400 6.21400 -0.96 -1.56 -1.12
C 21.78100 14.46500 3.01400 1.45 -0.97 0.41
C 20.69000 13.71400 3.66600 0.04 0.08 1.35
O 21.30500 12.71100 4.39900 0.93 -2.03 -0.03
O 21.27700 15.54600 2.41600 -1.23 2.98 -1.96
H 22.28600 13.80800 2.36400 0.73 -1.03 -1.39
H 22.60800 14.85900 3.60000 -0.35 -0.44 1.15
H 19.88600 13.35700 2.97200 0.58 0.40 0.39
H 20.35500 14.37400 4.42900 -1.50 0.98 0.22
H 20.69800 12.32100 5.03600 -0.26 -0.26 0.15
H 20.75000 15.26400 1.67300 -0.31 0.20 -0.45
C 18.17300 7.21200 3.12200 1.57 1.14 2.37
C 18.00100 6.60700 1.84300 -1.10 2.18 -3.42
O 16.64200 6.27700 1.71000 0.00 -2.31 -0.89
O 19.40300 7.97900 3.16500 -0.75 -0.21 0.48
H 18.20000 6.41200 3.83200 0.42 -0.18 1.13
H 17.33400 7.85800 3.38700 -0.09 0.09 -0.09
H 18.64700 5.78000 1.57800 -0.16 -0.34 0.25
H 18.23500 7.45400 1.12600 -0.04 -0.99 0.17
H 16.05900 6.96700 1.97900 -0.26 0.93 0.31
H 19.27300 8.73600 2.57200 0.04 -0.30 -0.11
C 24.77900 7.09600 2.30400 0.12 0.50 -1.22
C 24.92200 7.93500 3.50100 -1.71 3.65 2.25
O 25.40900 9.31200 3.23400 1.99 -2.26 0.51
O 24.31700 5.81900 2.62100 1.64 -0.35 -0.33
H 25.74700 7.03100 1.87500 1.13 -0.53 -0.51
H 24.22500 7.65600 1.50300 -0.23 -0.56 0.72
H 25.55500 7.53000 4.32900 -0.28 0.17 -1.00
H 23.91000 8.16200 3.95800 0.76 -0.96 -0.31
H 24.79000 9.94200 2.91100 -1.49 0.26 -0.41
H 23.38800 5.88400 2.73700 -1.99 0.20 0.17
C 20.58500 10.58900 1.89100 -0.58 2.79 -0.21
C 21.97600 10.13600 1.79100 2.30 0.25 -1.13
O 22.81700 11.08500 2.40400 0.11 1.05 2.17
O 19.77700 9.85200 1.00600 -1.41 -1.48 2.06
H 20.42200 11.70200 1.64300 0.84 -1.38 0.17
H 20.38600 10.60300 3.00400 -0.99 -0.84 -1.14
H 22.39100 10.20600 0.75400 -0.85 -0.75 0.37
H 22.12100 9.09400 2.18300 -0.20 0.74 -0.21
H 22.37400 11.57100 3.17200 0.54 -0.98 -1.11
H 19.77700 10.15200 0.11500 0.37 0.74 -0.82
C 20.83700 10.71000 10.04700 3.19 -0.18 -1.48
C 19.41800 10.79500 10.23500 -0.88 -0.27 1.20
O 19.28200 11.68600 11.28600 0.05 1.48 0.84
O 21.12800 9.96200 8.83800 0.72 -2.48 3.72
H 21.42900 10.33400 10.90100 -0.51 -0.29 -0.47
H 21.21900 11.70600 9.86000 0.07 0.50 0.24
H 19.00400 9.87700 10.63200 -0.36 -0.82 -0.94
H 18.99300 11.19300 9.32800 -0.73 -0.27 -0.54
H 18.36700 11.66600 11.51000 -0.96 0.34 0.65
H 20.97200 10.49900 8.12800 -0.65 2.20 -3.05